This record from OMol25 describes 2 unconnected molecules or ions with the total composition C3H8N2O. The level of theory is ωB97M-V/def2-TZVPD.

Summary:
ΔE to the lowest compared entry with this formula, charge and spin = 175.4 kJ/mol
structure (SMILES) = C=NC.NC=O
Kohn-Sham gap = 10.65 eV
E = -8267.5082 eV

The geometry in XYZ format:
```
14
Properties=species:S:1:pos:R:3:lowdin_charge:R:1
H 3.3789 -0.3457 -1.4656 0.09
H -2.8558 0.6193 0.0584 0.07
H -3.5521 -1.5711 2.7865 0.06
C -3.8706 0.2186 0.1914 -0.09
H 5.0119 -0.1344 -3.1984 0.12
H -3.4785 0.1560 2.9421 0.08
C -3.2832 -0.6659 2.2560 -0.16
C 5.1129 0.4425 -2.2700 -0.42
N 4.2915 0.0284 -1.2514 0.10
H -4.6001 0.4020 -0.5948 0.06
O 5.9376 1.3146 -2.1338 0.02
H 4.3324 0.7004 -0.4954 0.10
H -2.2162 -0.6649 2.0143 0.07
N -4.2086 -0.4999 1.1607 -0.10
```



This record from OMol25 describes 2 unconnected molecules or ions with the total composition C3H8N2O at a distorted geometry. The level of theory is ωB97M-V/def2-TZVPD.

Summary:
ΔE to the lowest compared entry with this formula, charge and spin = 170.3 kJ/mol
structure (SMILES) = C=CN.NC=O
Kohn-Sham gap = 9.57 eV
E = -8267.5606 eV

The geometry in XYZ format:
```
14
Properties=species:S:1:pos:R:3:lowdin_charge:R:1
N -0.5320 0.1718 -1.8378 0.10
H -0.9594 -2.3823 3.1055 0.07
H 1.2104 0.6588 1.6122 0.04
C -0.1554 1.5004 -1.8517 -0.43
H 1.8594 -1.1092 1.9855 0.05
N -0.4476 -2.1796 2.2609 0.03
O 0.4018 2.0984 -2.7306 0.03
H -1.2467 0.0435 -1.1356 0.08
H 0.4168 -2.6851 2.1473 0.07
H -0.5009 1.9998 -0.9337 0.12
C 1.0754 -0.3810 1.8549 -0.03
H -0.8740 -0.0274 2.3204 0.09
H -0.8367 -0.2210 -2.7191 0.10
C -0.1516 -0.8119 2.1410 -0.32
```



Question: Look up the ΔE to the lowest compared entry with this formula, charge and spin of the second one.
Answer: 170.3 kJ/mol